Entry 1:
This record from OMol25 describes a molecular structure, C34H62As3ClN5OS5V. The level of theory is wB97M-V/def2-TZVPD.

Geometry as XYZ:
```
112
Properties=species:S:1:pos:R:3
V 0.068 1.251 -1.526
C 2.656 4.189 -1.806
As 0.799 3.731 -2.140
C 0.639 4.232 -4.007
C -0.048 5.098 -1.034
C -1.552 5.416 -1.130
C -1.788 6.497 -0.059
C -2.438 4.220 -0.745
As -2.297 2.465 -1.620
C -3.083 2.616 -3.382
C -3.744 1.594 -0.662
C -1.897 5.966 -2.525
As -3.543 7.092 -2.695
C -4.805 5.768 -3.405
C -3.031 7.836 -4.430
H 2.846 5.188 -2.196
H 3.322 3.486 -2.304
H 2.857 4.187 -0.736
H 0.776 5.307 -4.110
H -0.326 3.946 -4.413
H 1.422 3.713 -4.559
H 0.517 6.012 -1.231
H 0.200 4.792 -0.011
H -1.421 6.165 0.915
H -2.846 6.735 0.038
H -1.269 7.420 -0.323
H -3.487 4.510 -0.847
H -2.288 3.990 0.317
H -4.023 3.160 -3.321
H -3.270 1.607 -3.745
H -2.416 3.119 -4.076
H -4.600 2.266 -0.626
H -3.443 1.345 0.355
H -4.023 0.681 -1.182
H -1.932 5.170 -3.273
H -1.100 6.651 -2.831
H -5.128 5.073 -2.629
H -4.387 5.224 -4.253
H -5.688 6.309 -3.744
H -2.225 8.557 -4.299
H -3.887 8.359 -4.854
H -2.715 7.055 -5.123
N -0.149 1.013 0.552
C 1.037 1.316 1.406
C 2.238 0.460 1.043
C 2.927 0.850 -0.255
N 2.080 0.550 -1.441
H -0.947 1.546 0.892
H -0.429 0.035 0.683
H 0.768 1.157 2.451
H 1.271 2.377 1.287
H 1.950 -0.596 1.004
H 2.968 0.551 1.849
H 3.867 0.302 -0.341
H 3.169 1.914 -0.246
H 2.022 -0.498 -1.479
H 2.593 0.816 -2.280
C -3.286 -2.563 1.171
S -2.023 -1.853 0.091
C -2.870 -1.663 -1.433
C -2.305 -1.104 -2.521
S -0.647 -0.560 -2.608
S -3.265 -1.083 -3.986
C -4.707 -1.792 -3.307
S -6.078 -2.032 -4.121
S -4.507 -2.229 -1.618
H -2.801 -2.682 2.138
H -3.591 -3.542 0.809
H -4.139 -1.897 1.272
C -0.943 -5.418 1.419
C 0.321 -5.133 2.242
C 0.122 -5.752 3.634
C 0.431 -3.618 2.456
C 1.565 -5.801 1.552
O 1.338 -7.215 1.545
C 2.919 -5.572 2.249
C 3.524 -4.154 2.362
C 3.669 -3.619 3.769
C 4.161 -4.403 4.809
C 4.321 -3.889 6.086
C 3.990 -2.567 6.337
Cl 4.177 -1.917 7.930
C 3.510 -1.759 5.319
C 3.356 -2.293 4.049
C 1.671 -5.601 0.020
N 2.153 -4.322 -0.481
C 1.475 -3.224 -0.802
N 2.308 -2.270 -1.190
C 3.523 -2.883 -1.108
N 3.470 -4.122 -0.689
H -1.825 -5.190 2.022
H -1.000 -6.467 1.132
H -0.996 -4.803 0.515
H -0.718 -5.261 4.128
H 0.993 -5.612 4.277
H -0.117 -6.814 3.580
H -0.532 -3.256 2.832
H 0.656 -3.069 1.541
H 1.175 -3.365 3.208
H 1.516 -7.573 2.421
H 3.620 -6.222 1.722
H 2.825 -5.993 3.253
H 2.950 -3.428 1.786
H 4.511 -4.171 1.899
H 4.442 -5.434 4.627
H 4.707 -4.506 6.886
H 3.261 -0.727 5.528
H 2.977 -1.661 3.251
H 0.711 -5.809 -0.446
H 2.378 -6.345 -0.335
H 0.400 -3.151 -0.751
H 4.455 -2.409 -1.371
```

energy relative to the best compared isomer or geometry (same formula, charge and spin): 15.9 kcal/mol
net charge: +2
LUMO level (alpha / beta): -6.9455 / -5.9220 eV
HOMO level (alpha / beta): -12.33 / -12.33 eV
2S+1: 3
molar mass: 1028.4 g/mol
largest force on an atom: 0.004 hartree/bohr
orbital gap (alpha / beta): 5.4 / 6.4 eV

=====

Entry 2:
This record from OMol25 describes 2 unconnected molecules or ions with the total composition C34H62BrF8NO3. The level of theory is wB97M-V/def2-TZVPD.

Geometry as XYZ:
```
109
Properties=species:S:1:pos:R:3
C 0.790 4.992 2.915
C 0.907 3.661 2.786
C 0.626 2.844 1.515
Br 1.052 4.097 -0.003
O 1.479 1.773 1.616
C 2.053 1.182 0.444
C 2.035 -0.320 0.736
O 2.693 -0.633 1.942
C 3.470 -1.811 1.881
C 2.705 -3.078 1.453
C 3.482 -3.911 0.413
C 3.509 1.705 0.260
C 4.087 2.245 1.573
C 4.468 0.721 -0.417
C 5.459 1.508 -1.299
C 6.694 0.684 -1.641
C -0.882 2.505 1.322
C -1.151 1.568 0.125
C -2.635 1.188 -0.038
C -2.860 -0.335 -0.133
C -4.177 -0.627 -0.876
C -5.380 -0.679 0.070
C -6.674 -0.760 -0.736
C -7.863 -1.151 0.118
O -7.796 -2.529 0.432
C -8.477 -2.834 1.622
N -1.611 2.084 2.526
C -2.258 3.139 3.290
C -3.637 3.491 2.719
C -4.129 4.820 3.329
C -4.141 5.900 2.277
F -2.958 5.975 1.618
F -5.134 5.635 1.384
C -4.424 7.309 2.859
F -3.662 7.539 3.956
F -4.097 8.254 1.940
F -5.735 7.461 3.156
C -1.137 1.018 3.286
F -2.187 0.437 3.939
F -0.271 1.354 4.282
F -0.557 0.063 2.557
H -0.081 5.509 2.524
H 1.539 5.582 3.425
H 1.260 3.087 3.634
H 1.459 1.292 -0.460
H 0.977 -0.572 0.867
H 2.367 -0.904 -0.121
H 4.356 -1.665 1.258
H 3.836 -1.970 2.893
H 1.688 -2.882 1.130
H 2.623 -3.718 2.329
H 4.462 -3.478 0.211
H 2.973 -3.958 -0.547
H 3.688 -4.916 0.770
H 3.455 2.574 -0.398
H 3.575 3.179 1.796
H 5.128 2.525 1.423
H 3.959 1.552 2.396
H 3.964 0.041 -1.102
H 5.090 0.181 0.294
H 4.972 1.897 -2.191
H 5.789 2.358 -0.701
H 7.308 1.173 -2.394
H 6.439 -0.328 -1.952
H 7.322 0.598 -0.754
H -1.334 3.447 1.016
H -0.575 0.654 0.212
H -0.853 2.137 -0.751
H -3.004 1.673 -0.941
H -3.257 1.544 0.778
H -3.011 -0.678 0.890
H -2.010 -0.830 -0.593
H -4.387 0.160 -1.601
H -4.105 -1.575 -1.408
H -5.298 -1.596 0.652
H -5.424 0.212 0.696
H -6.573 -1.517 -1.515
H -6.917 0.184 -1.224
H -7.902 -0.562 1.039
H -8.772 -0.955 -0.462
H -8.653 -3.906 1.673
H -9.456 -2.351 1.652
H -7.886 -2.572 2.503
H -1.684 4.062 3.320
H -2.389 2.826 4.323
H -3.495 3.602 1.645
H -4.343 2.676 2.849
H -3.462 5.103 4.140
H -5.120 4.684 3.748
C 2.690 -2.795 -4.138
C 2.392 -4.278 -3.928
C 3.640 -5.112 -3.647
C 4.676 -5.138 -4.772
C 4.155 -5.643 -6.116
C 3.669 -7.089 -6.074
H 3.328 -2.630 -5.007
H 1.766 -2.237 -4.297
H 3.190 -2.373 -3.263
H 1.859 -4.672 -4.797
H 1.710 -4.381 -3.080
H 3.335 -6.136 -3.411
H 4.124 -4.729 -2.742
H 5.514 -5.768 -4.457
H 5.091 -4.136 -4.909
H 4.963 -5.567 -6.849
H 3.351 -4.997 -6.480
H 4.467 -7.758 -5.746
H 3.345 -7.414 -7.063
H 2.823 -7.211 -5.396
```

SMILES: C=C[C@@](Br)(O[C@H](COCCC)[C@@H](C)CCC)[C@@H](CCCCCCCOC)N(CCCC(F)(F)C(F)(F)F)C(F)(F)F.CCCCCC
net charge: 0
LUMO level: 0.4250 eV
HOMO level: -8.90 eV
2S+1: 1
molar mass: 764.8 g/mol
largest force on an atom: 0.041 hartree/bohr
orbital gap: 9.3 eV